Entry 1:
{
  "formula": "C7H9NO2S2",
  "method": "ωB97M-V with the def2-TZVPD basis set",
  "smiles": "O=C([O-])[C@H]1CCCN(C(=S)[S-])C1",
  "e_lumo_ev": 5.4406,
  "total_energy_ha": -1273.79278,
  "total_charge": -2,
  "symbols": ["O", "C", "O", "C", "C", "C", "C", "N", "C", "S", "S", "C", "H", "H", "H", "H", "H", "H", "H", "H", "H"],
  "positions_angstrom": [[2.615407, -0.448610, -2.033697], [2.469182, -0.898971, -0.850770], [3.347247, -1.510288, -0.206096], [1.143116, -0.558437, -0.111329], [1.291532, 0.755311, 0.686999], [-0.043882, 1.479803, 0.958885], [-1.174584, 0.485477, 1.038816], [-1.339570, -0.215282, -0.238515], [-2.598898, -0.703522, -0.655528], [-2.816860, -1.320284, -2.184323], [-4.010417, -0.622317, 0.421447], [-0.103032, -0.561335, -1.021562], [1.001101, -1.362745, 0.623479], [1.791955, 0.492306, 1.645866], [1.925028, 1.449331, 0.126502], [-0.220764, 2.134822, 0.112888], [-0.022094, 2.068595, 1.889452], [-2.107982, 1.017369, 1.309865], [-1.035156, -0.243337, 1.839601], [-0.208803, -1.550634, -1.465449], [0.097472, 0.112748, -1.886531]],
  "forces_ev_per_a": [[-0.627, -0.273, 0.986], [0.674, 0.878, -1.413], [-0.243, -0.258, 0.528], [-0.616, -0.365, 0.262], [0.369, 0.078, 0.440], [0.566, -0.768, -0.023], [-1.018, 0.028, -0.137], [-1.205, -0.781, -0.908], [0.421, 1.047, 1.664], [0.330, -0.402, -0.938], [1.150, 0.223, -0.153], [0.386, 0.726, 0.061], [0.003, 0.091, -0.076], [-0.137, 0.322, -0.559], [0.239, -0.146, 0.112], [-0.276, 0.346, -0.059], [0.123, -0.041, -0.285], [0.292, -0.480, -0.471], [0.249, -0.072, 0.239], [-0.256, 0.039, 0.124], [-0.425, -0.192, 0.606]],
  "nbo_charge": [-0.808, 0.767, -0.793, -0.338, -0.385, -0.407, -0.216, -0.465, -0.046, -0.365, -0.528, -0.217, 0.193, 0.191, 0.200, 0.195, 0.185, 0.229, 0.173, 0.226, 0.209]
}

***

Entry 2:
{
  "formula": "C10H18O",
  "method": "ωB97M-V with the def2-TZVPD basis set",
  "smiles": "CC(C)=CCC/C(C)=C/CO",
  "e_lumo_ev": 0.7288,
  "total_energy_ha": -466.73863,
  "total_charge": 0,
  "symbols": ["C", "C", "C", "C", "C", "C", "C", "C", "C", "C", "O", "H", "H", "H", "H", "H", "H", "H", "H", "H", "H", "H", "H", "H", "H", "H", "H", "H", "H"],
  "positions_angstrom": [[3.368303, 0.844168, 0.400032], [2.653784, -0.224229, -0.377392], [3.175650, -1.426725, -0.478418], [1.431362, 0.088813, -0.858824], [0.564014, 1.248919, -0.745522], [-0.495421, 1.184229, 0.690295], [-1.465850, 0.246501, 0.355603], [-1.147176, -1.127134, 1.213146], [-2.682643, 0.459531, -0.179623], [-3.684040, -0.635840, -0.198584], [-4.966641, 0.115887, -0.740072], [4.194800, 0.216361, 0.797007], [2.770714, 1.531128, 1.035958], [3.592705, 1.543410, -0.295662], [4.053973, -1.368334, -0.906130], [2.550647, -2.074498, -1.315922], [3.504288, -1.941578, 0.431537], [0.624797, -0.715671, -1.161691], [-0.091724, 1.227197, -1.757859], [1.140033, 2.040435, -0.613964], [-0.922025, 2.335630, 0.681823], [0.159664, 1.190625, 1.329360], [-1.531904, -1.373572, 2.107111], [-1.434219, -1.973730, 0.535421], [0.101868, -1.056677, 1.172811], [-2.874088, 1.381911, -0.645660], [-3.395093, -1.594214, -0.958753], [-3.909623, -0.930685, 0.842637], [-5.286151, 0.788153, -0.358662]],
  "forces_ev_per_a": [[-0.440, -2.107, 1.242], [-6.434, 7.821, 1.042], [-1.524, -8.758, -1.534], [-2.427, -3.498, 0.119], [-3.902, -2.299, -0.744], [-3.756, 6.877, -10.830], [-3.059, -3.805, 4.027], [4.323, 1.216, -6.953], [2.630, -1.847, 0.544], [-2.267, 1.074, -1.899], [5.142, -10.943, -5.326], [0.019, 1.753, 0.556], [0.168, -1.365, 0.617], [2.131, 2.082, -2.356], [4.988, 0.346, -2.706], [1.408, 1.038, 2.663], [-0.943, -0.256, 0.302], [2.569, 0.397, -0.009], [1.262, 0.752, 2.616], [2.037, 4.368, 0.257], [0.827, -2.725, -0.031], [6.264, -1.163, 7.421], [-1.402, 0.141, 3.445], [0.458, 0.427, 0.512], [-3.406, -0.819, 0.646], [-0.526, 0.999, -0.583], [-1.309, 2.814, 2.127], [0.066, -0.458, -0.729], [-2.897, 7.938, 5.565]],
  "nbo_charge": [-0.657, 0.001, -0.625, -0.218, -0.385, -0.370, 0.033, -0.644, -0.260, -0.080, -0.767, 0.217, 0.222, 0.225, 0.216, 0.217, 0.222, 0.179, 0.215, 0.179, 0.194, 0.186, 0.210, 0.205, 0.214, 0.216, 0.214, 0.192, 0.449]
}

***

Entry 3:
{
  "formula": "C4H6N2O2",
  "method": "ωB97M-V with the def2-TZVPD basis set",
  "smiles": "c1c[nH]cn1.O=CO",
  "e_lumo_ev": 0.6723,
  "total_energy_ha": -415.99303,
  "total_charge": 0,
  "symbols": ["C", "C", "N", "C", "N", "H", "H", "H", "H", "O", "C", "O", "H", "H"],
  "positions_angstrom": [[-1.239612, -1.022765, 0.431376], [-2.132885, 0.016485, 0.566088], [-1.597556, 1.045646, -0.252159], [-0.477405, 0.469767, -0.931344], [-0.247924, -0.715180, -0.492339], [-1.353960, -2.019523, 0.826093], [-2.933170, 0.013873, 1.261373], [-1.999293, 2.058301, -0.246453], [0.173131, 1.145470, -1.354248], [1.960389, 0.965229, 0.318412], [2.672555, 0.016470, 0.197382], [2.221933, -1.141577, -0.132665], [3.816419, 0.216239, 0.135409], [1.137380, -1.048440, -0.326930]],
  "forces_ev_per_a": [[-0.840, 0.317, -0.724], [2.908, -0.132, -1.165], [-0.963, 0.010, 0.128], [-3.245, 1.887, 2.963], [-0.874, -0.871, 0.382], [0.250, 0.084, 0.147], [-0.707, 0.676, 0.060], [1.392, -2.766, -0.421], [1.369, 0.857, -1.443], [-0.861, 2.180, 0.946], [2.022, 0.573, -1.450], [-0.383, -1.502, -0.223], [-1.397, -1.074, 0.512], [1.329, -0.239, 0.288]],
  "nbo_charge": [-0.082, -0.088, -0.546, 0.250, -0.501, 0.219, 0.230, 0.441, 0.220, -0.668, 0.654, -0.714, 0.095, 0.488]
}

***

Entry 4:
{
  "formula": "C27H23Br2F5IN2O3P2S2",
  "method": "ωB97M-V with the def2-TZVPD basis set",
  "smiles": "C#Cc1cc2c(CC(=O)I)c(CSCC)c(C(F)(F)c3cccc(C(F)(F)F)c3)c(/C(Br)=C(\\C)Br)c2c(P(O)(O)=S)[n+]1[PH2]=N",
  "e_lumo_ev": -6.1462,
  "total_energy_ha": -8800.58041,
  "total_charge": 1,
  "symbols": ["C", "C", "C", "C", "C", "C", "C", "C", "O", "I", "C", "C", "S", "C", "C", "C", "C", "F", "F", "C", "C", "C", "C", "C", "C", "F", "F", "F", "C", "C", "C", "Br", "C", "C", "Br", "C", "C", "P", "O", "O", "S", "N", "P", "N", "H", "H", "H", "H", "H", "H", "H", "H", "H", "H", "H", "H", "H", "H", "H", "H", "H", "H", "H", "H", "H", "H", "H"],
  "positions_angstrom": [[5.850652, -3.873980, 2.119794], [4.929837, -3.090967, 1.370803], [3.799231, -1.930933, 0.948278], [2.313583, -2.535336, 0.671943], [1.144400, -1.489914, 0.217092], [-0.317780, -2.161965, -0.091467], [-0.582640, -3.803097, 0.095328], [-0.754594, -4.206576, 1.708824], [-0.978948, -5.480764, 2.093962], [-0.619899, -2.711518, 3.347786], [-1.503725, -1.116853, -0.608323], [-2.941606, -1.857395, -0.868549], [-3.033659, -2.718706, -2.572033], [-1.385451, -2.613528, -3.458183], [-1.093528, -1.173641, -4.193326], [-1.175594, 0.514554, -0.820216], [-2.441624, 1.332888, -1.409723], [-2.261070, 2.690690, -1.941076], [-3.128012, 0.667081, -2.589249], [-3.550186, 1.505153, -0.166808], [-5.102717, 2.017100, -0.516214], [-6.275550, 2.168057, 0.665197], [-5.969588, 1.818970, 2.272276], [-4.418854, 1.314774, 2.588638], [-3.977563, 0.887005, 4.135796], [-3.643668, -0.582611, 4.047277], [-2.726269, 1.593989, 4.544717], [-5.082609, 1.071196, 5.126760], [-3.245947, 1.166149, 1.405933], [0.346022, 1.101688, -0.417423], [0.467146, 2.688960, -0.699299], [-0.562241, 3.901943, 0.589593], [1.191898, 3.176218, -1.899238], [1.889708, 2.088042, -2.962385], [1.294464, 5.172782, -2.310669], [1.543032, 0.100248, 0.123307], [3.070511, 0.656030, 0.521641], [3.645521, 2.439278, 0.584149], [2.560905, 3.627558, 1.321542], [4.933925, 2.767315, 1.798613], [4.546568, 3.116689, -1.039606], [4.098598, -0.445070, 0.856417], [5.867737, -0.153870, 1.168203], [6.067238, -0.029008, 2.766681], [6.462028, -4.823428, 2.480458], [2.103915, -3.689544, 0.786971], [-1.491192, -4.198631, -0.524384], [0.365633, -4.406274, -0.308209], [-3.883552, -1.168748, -0.828663], [-3.151215, -2.736995, -0.088654], [-0.471959, -2.892710, -2.780479], [-1.421588, -3.431667, -4.323803], [-0.355145, -1.336200, -5.101862], [-2.074557, -0.656794, -4.617801], [-0.572035, -0.372445, -3.485559], [-5.458439, 2.260842, -1.624786], [-7.382572, 2.513060, 0.433831], [-6.807871, 1.903230, 3.090105], [-2.192727, 0.779922, 1.764174], [2.858903, 2.657218, -3.365173], [2.267032, 1.113306, -2.438480], [1.205191, 1.895720, -3.905172], [2.615868, 4.443473, 0.708986], [5.182677, 3.742491, 1.660062], [6.713809, -1.184431, 0.547440], [6.273282, 1.050179, 0.426026], [6.426847, 0.929790, 2.968178]],
  "forces_ev_per_a": [[-6.604, 4.480, -5.492], [4.557, -2.849, 4.980], [-2.852, -1.742, -0.211], [1.617, 4.320, -0.245], [1.012, -1.636, 0.366], [-0.361, 4.152, -0.907], [1.033, 0.818, 0.368], [-1.318, -7.211, 1.418], [1.595, 8.751, -3.057], [-0.101, -0.886, -1.396], [2.843, -0.949, 1.266], [0.229, 0.206, 0.671], [1.050, 0.249, 0.176], [1.336, 0.426, -1.179], [0.211, 0.643, -0.349], [3.540, -2.738, 0.846], [-2.594, 1.617, 0.172], [0.370, -3.688, 1.357], [2.257, 1.336, 3.523], [-3.433, 0.158, 2.877], [-0.005, -0.715, 3.416], [3.541, -1.316, 1.445], [3.930, -0.608, -3.767], [-1.238, 0.973, -2.485], [0.172, -0.772, -0.754], [-0.879, 4.521, 0.944], [-4.298, -2.462, -0.873], [4.208, -0.616, -3.270], [-3.146, 0.903, -0.836], [-2.760, -1.443, -0.921], [1.905, 0.359, -2.791], [1.360, -1.646, -1.712], [-1.831, -2.362, 2.640], [0.767, 1.915, -0.275], [-0.137, -2.879, 0.595], [-0.616, 0.368, -0.119], [-1.962, -5.501, 0.399], [2.513, 5.784, 1.729], [1.629, -1.772, -2.526], [-2.027, -0.653, -1.488], [-1.262, -1.125, 0.679], [-2.977, -1.445, -1.323], [2.550, 1.897, 3.180], [0.217, 0.250, -2.731], [-1.531, 2.550, -0.993], [0.711, 2.730, -0.187], [1.550, 0.993, 1.288], [-2.075, 1.363, 0.981], [2.121, -0.931, -0.068], [0.892, 2.171, -1.472], [-1.817, 0.478, -1.141], [-0.259, 1.647, 2.081], [-1.484, 0.218, 1.862], [2.044, -1.348, 0.996], [-1.166, -1.838, -1.296], [1.105, -0.619, 2.667], [2.723, -0.778, 0.206], [2.016, -0.213, -1.771], [-2.355, 0.914, -0.853], [-2.172, -1.354, 0.889], [-1.067, 1.910, -0.927], [1.156, 0.314, 2.211], [-0.240, -1.808, 0.922], [-0.788, -1.914, -0.045], [-1.805, 0.454, 0.203], [-0.966, -1.189, 0.197], [-0.638, -0.860, -0.088]],
  "nbo_charge": [-0.081, -0.161, 0.187, -0.135, 0.024, -0.018, -0.568, 0.387, -0.504, 0.160, 0.134, -0.604, 0.207, -0.553, -0.645, -0.043, 0.653, -0.332, -0.355, -0.126, -0.166, -0.215, -0.160, -0.126, 0.974, -0.354, -0.334, -0.325, -0.182, 0.027, -0.210, 0.120, -0.015, -0.682, 0.106, -0.033, -0.073, 1.651, -0.924, -0.965, -0.463, -0.626, 1.325, -1.211, 0.318, 0.290, 0.311, 0.273, 0.287, 0.260, 0.215, 0.261, 0.224, 0.245, 0.201, 0.266, 0.258, 0.275, 0.258, 0.263, 0.236, 0.260, 0.527, 0.522, 0.046, 0.035, 0.403]
}

***

| no. | M (u) |
| --- | --- |
| 1 | 203.29 |
| 2 | 154.25 |
| 3 | 114.10 |
| 4 | 931.28 |